Formula: H2NO4S
Source: the Open Molecules 2025 dataset
Level of theory: ωB97M-V/def2-TZVPD

Summary:
- LUMO (alpha / beta): 3.94 / 3.94 eV
- HOMO energy (alpha / beta): -4.51 / -4.44 eV
- HOMO-LUMO gap (alpha / beta): 8.4543 / 8.3864 eV
- Electronic energy: -755.0061 Eh

```
! wB97M-V def2-TZVPD RIJCOSX def2/J DEFGRID3
* xyz -1 1
N 0.09 -0.50 -1.21
O -1.48 1.47 -0.26
O -1.45 -0.86 0.70
O 1.15 1.00 -0.24
O 0.43 -1.54 -0.59
S -1.54 0.04 -0.54
H 0.79 1.67 -0.78
H -0.22 -1.50 0.36
*
```

Formula: H2NOP
Source: the Open Molecules 2025 dataset
Level of theory: ωB97M-V/def2-TZVPD

Summary:
- LUMO (alpha / beta): 0.74 / -1.66 eV
- HOMO energy (alpha / beta): -10.12 / -10.92 eV
- ⟨S²⟩: 2.013
- HOMO-LUMO gap (alpha / beta): 10.8639 / 9.2602 eV
- Electronic energy: -472.3952 Eh

```
! wB97M-V def2-TZVPD RIJCOSX def2/J DEFGRID3
* xyz 0 3
N -1.22 -0.93 -0.03
O -0.86 1.19 -0.03
P 0.14 0.00 -0.05
H 0.80 -0.15 1.14
H 1.14 -0.11 -1.03
*
```

Formula: H2NOS2
Source: the Open Molecules 2025 dataset
Level of theory: ωB97M-V/def2-TZVPD

Summary:
- LUMO (alpha / beta): 2.96 / 2.97 eV
- HOMO energy (alpha / beta): -4.03 / -4.03 eV
- HOMO-LUMO gap (alpha / beta): 6.9935 / 6.9943 eV
- Electronic energy: -927.4936 Eh

```
! wB97M-V def2-TZVPD RIJCOSX def2/J DEFGRID3
* xyz -1 1
N 0.83 0.64 0.92
O 0.01 -1.71 0.68
S -1.97 0.75 -1.34
S 0.03 -0.39 0.06
H 0.43 1.58 0.94
H 0.67 -0.88 -1.27
*
```

Formula: H2NaO
Source: the Open Molecules 2025 dataset
Level of theory: ωB97M-V/def2-TZVPD

Summary:
- LUMO: -5.67 eV
- HOMO energy: -14.08 eV
- HOMO-LUMO gap: 8.4075 eV
- Electronic energy: -238.5074 Eh

```
! wB97M-V def2-TZVPD RIJCOSX def2/J DEFGRID3
* xyz 1 1
O 0.63 0.57 0.75
H 0.18 1.43 0.60
H 1.30 0.76 1.45
Na -2.11 -2.76 -2.80
*
```

Formula: H2O2PS
Source: the Open Molecules 2025 dataset
Level of theory: ωB97M-V/def2-TZVPD

Summary:
- LUMO: 4.14 eV
- SMILES string: O=S([O-])#[PH2]
- HOMO energy: -3.44 eV
- HOMO-LUMO gap: 7.5804 eV
- Electronic energy: -891.1357 Eh

```
! wB97M-V def2-TZVPD RIJCOSX def2/J DEFGRID3
* xyz -1 1
O -1.95 -2.02 -2.59
O 0.27 -2.76 -0.86
P -0.82 -0.25 0.14
S -0.22 -1.56 -1.55
H -0.33 0.85 -0.56
H 0.44 -0.48 0.68
*
```

Formula: H2O2PS
Source: the Open Molecules 2025 dataset
Level of theory: ωB97M-V/def2-TZVPD

Summary:
- LUMO: 4.16 eV
- SMILES string: O=S([O-])#[PH2]
- HOMO energy: -2.87 eV
- HOMO-LUMO gap: 7.0235 eV
- Electronic energy: -891.2297 Eh

```
! wB97M-V def2-TZVPD RIJCOSX def2/J DEFGRID3
* xyz -1 1
O 0.89 2.00 -0.52
O 1.65 -0.29 -0.45
P -1.40 -0.29 -0.05
S 0.85 0.73 0.23
H -0.93 -0.57 1.20
H -1.07 -1.59 -0.41
*
```

Formula: H2O2S2
Source: the Open Molecules 2025 dataset
Level of theory: ωB97M-V/def2-TZVPD

Summary:
- LUMO (alpha / beta): -1.44 / -1.53 eV
- HOMO energy (alpha / beta): -8.57 / -8.87 eV
- HOMO-LUMO gap (alpha / beta): 7.1301 / 7.3480 eV
- Electronic energy: -947.9241 Eh

```
! wB97M-V def2-TZVPD RIJCOSX def2/J DEFGRID3
* xyz 0 1
O 1.59 0.52 -1.00
O -2.16 0.02 0.86
S 0.91 -0.93 -0.67
S -1.12 -0.85 1.75
H 2.58 0.53 -1.18
H -1.79 0.72 0.24
*
```

Formula: H2O3Si
Source: the Open Molecules 2025 dataset
Level of theory: ωB97M-V/def2-TZVPD

Summary:
- LUMO: -0.04 eV
- SMILES string: O[SiH]1OO1
- HOMO energy: -10.25 eV
- HOMO-LUMO gap: 10.2096 eV
- Electronic energy: -516.3360 Eh

```
! wB97M-V def2-TZVPD RIJCOSX def2/J DEFGRID3
* xyz 0 1
O 0.44 -1.41 1.47
O -0.13 -1.60 0.03
O -0.12 1.02 -1.04
Si -0.01 -0.06 0.28
H 0.01 0.91 -1.98
H -0.19 1.14 1.24
*
```

Energy relative to the best compared isomer or geometry (same formula, charge and spin)
In order: 70.5 8.9 58.2 20.3 83.7 24.8 60.7 98.5
Unit: kcal/mol